The following is a quantum chemistry calculation of C19H21FN2Ti as an isolated structure in a non-equilibrium geometry, from the Open Molecules 2025 dataset.

Properties
Total charge: +2
Highest occupied orbital energy in eV: -15.31
2S+1: 1
LUMO in eV: -8.43
Kohn-Sham gap in eV: 6.876

CARTESIAN COORDINATES (ANGSTROEM)
C  2.546  -2.808  -1.037
C  1.871  -4.156  -0.567
H  1.902  -2.212  -1.726
H  3.475  -3.053  -1.596
H  2.805  -2.204  -0.165
H  1.122  -4.495  -1.286
H  2.584  -4.984  -0.444
H  1.421  -4.047  0.435
C  0.795  0.992  -2.550
C  0.583  2.082  -3.398
C  -0.708  2.625  -3.501
C  -1.702  2.079  -2.694
H  1.747  0.471  -2.494
H  1.378  2.474  -4.030
H  -0.924  3.427  -4.198
H  -2.728  2.411  -2.768
N  -0.143  0.544  -1.662
C  -1.399  1.107  -1.731
C  -2.288  0.681  -0.676
N  -1.695  -0.056  0.317
C  -2.378  -0.448  1.423
C  -4.349  0.577  0.545
C  -3.728  -0.200  1.530
H  -1.834  -1.021  2.162
H  -4.268  -0.586  2.413
C  -3.629  1.031  -0.554
H  -4.044  1.633  -1.359
H  -5.397  0.832  0.644
Ti  0.185  -0.669  0.012
C  -0.437  -2.521  0.663
H  -1.473  -2.914  0.731
H  0.042  -2.746  1.633
H  0.067  -3.104  -0.105
F  3.040  3.381  3.834
C  2.401  2.478  3.017
C  2.595  1.125  3.252
C  1.969  0.194  2.401
C  1.128  0.682  1.385
C  0.922  2.048  1.192
C  1.540  2.973  2.046
H  3.230  0.807  4.073
H  2.123  -0.888  2.512
H  0.279  2.414  0.373
H  1.375  4.042  1.949

For each atom in turn, the Mulliken charge in e is:
1. C -0.34
2. C -1.02
3. H -0.01
4. H 0.42
5. H 0.14
6. H 0.34
7. H 0.37
8. H 0.35
9. C -0.06
10. C -0.83
11. C -0.53
12. C -0.73
13. H 0.44
14. H 0.44
15. H 0.48
16. H 0.40
17. N 0.31
18. C 0.96
19. C 0.48
20. N 0.27
21. C -0.26
22. C -0.46
23. C -0.93
24. H 0.65
25. H 0.40
26. C -0.74
27. H 0.41
28. H 0.47
29. Ti -0.25
30. C -1.03
31. H 0.47
32. H 0.45
33. H 0.10
34. F -0.27
35. C 0.22
36. C -0.59
37. C 0.00
38. C 0.73
39. C -0.12
40. C -0.64
41. H 0.45
42. H 0.35
43. H 0.23
44. H 0.46